Record 1
{"formula": "C31H40N6O2S", "method": "ωB97M-V/def2-TZVPD", "e_tot_ev": -56662.458, "lumo_energy_ev": -0.74, "spin_multiplicity": 1, "gap_ev": 7.22, "homo_ev": -7.96, "species": ["C", "C", "C", "C", "C", "C", "C", "C", "C", "C", "C", "C", "C", "C", "C", "C", "C", "N", "C", "C", "C", "N", "C", "C", "C", "C", "N", "S", "N", "C", "H", "H", "H", "H", "H", "H", "H", "H", "H", "H", "H", "H", "H", "H", "H", "H", "H", "H", "H", "H", "H", "H", "H", "H", "H", "H", "C", "C", "O", "N", "C", "H", "H", "H", "H", "H", "H", "H", "C", "C", "O", "N", "C", "H", "H", "H", "H", "H", "H", "H"], "xyz": [[-4.67, -2.60, 1.76], [-5.00, -2.59, 0.22], [-3.89, -3.28, -0.71], [-2.51, -3.48, 0.02], [-1.36, -2.55, -0.08], [-1.52, -1.29, -1.00], [-1.01, 0.06, -0.39], [0.24, 0.62, -1.00], [0.91, 1.85, -0.55], [0.31, 2.59, 0.58], [-0.96, 2.04, 1.19], [-1.62, 0.80, 0.73], [-2.92, 0.27, 1.43], [-0.11, -2.91, 0.70], [1.13, -1.99, 0.68], [1.31, -0.89, 1.65], [2.50, -0.07, 1.59], [3.56, -0.09, 0.71], [3.33, -1.09, -0.19], [2.24, -2.05, -0.29], [-0.01, -4.13, 1.52], [1.21, -4.43, 2.28], [2.16, -4.84, 1.48], [3.64, -4.36, 1.69], [1.88, -5.80, 0.26], [-1.14, -5.12, 1.64], [-1.17, -6.29, 2.38], [-2.71, -6.87, 2.08], [-3.35, -5.72, 1.07], [-2.39, -4.73, 0.86], [-5.50, -2.08, 2.33], [-4.62, -3.67, 2.12], [-3.70, -2.12, 2.03], [-5.18, -1.55, -0.19], [-5.94, -3.21, 0.08], [-4.27, -4.31, -0.96], [-3.75, -2.75, -1.69], [-0.94, -1.49, -1.95], [-2.60, -1.14, -1.31], [0.70, 0.06, -1.86], [1.87, 2.13, -1.08], [0.85, 3.50, 0.93], [-1.38, 2.62, 2.05], [-3.58, -0.33, 0.77], [-3.54, 1.16, 1.76], [-2.66, -0.28, 2.39], [0.53, -0.70, 2.42], [2.58, 0.73, 2.38], [4.13, -1.18, -0.99], [2.25, -2.83, -1.09], [3.74, -3.64, 2.54], [4.32, -5.26, 1.81], [3.96, -3.84, 0.75], [1.50, -5.17, -0.59], [2.87, -6.23, -0.05], [1.15, -6.59, 0.57], [4.97, 2.61, -1.50], [4.14, 3.70, -2.14], [2.92, 3.64, -2.19], [4.80, 4.76, -2.67], [6.23, 4.99, -2.71], [4.31, 1.83, -1.12], [5.64, 2.17, -2.23], [5.54, 3.02, -0.66], [4.19, 5.45, -3.09], [6.44, 5.93, -2.19], [6.54, 5.08, -3.75], [6.79, 4.19, -2.24], [-2.38, 4.34, -0.90], [-3.48, 5.13, -0.25], [-4.39, 4.59, 0.36], [-3.45, 6.48, -0.37], [-2.46, 7.29, -1.06], [-2.52, 3.28, -0.73], [-2.38, 4.52, -1.98], [-1.42, 4.63, -0.47], [-4.22, 6.95, 0.09], [-2.01, 7.98, -0.34], [-2.96, 7.87, -1.83], [-1.68, 6.69, -1.51]]}

---

Record 2
{"formula": "C4H8Cl2N2O2", "method": "ωB97M-V/def2-TZVPD", "e_tot_ev": -36392.926, "smiles": "C[C@H](Cl)/[N+]([O-])=N\\O.C=CCl", "lumo_energy_ev": [0.29, 0.29], "spin_multiplicity": 1, "gap_ev": [9.46, 9.46], "homo_ev": [-9.17, -9.16], "species": ["C", "C", "C", "C", "N", "N", "O", "O", "Cl", "Cl", "H", "H", "H", "H", "H", "H", "H", "H"], "xyz": [[-3.15, -0.84, -0.68], [2.53, 0.26, 1.68], [-2.47, 0.29, -0.78], [1.76, 0.41, 0.39], [-0.17, -0.63, -0.56], [0.45, -0.28, 0.47], [0.52, -0.37, -1.73], [-0.04, -0.47, 1.59], [-2.16, 1.03, -2.32], [1.37, 2.13, 0.06], [-0.15, -0.48, -2.42], [-3.47, -1.38, -1.55], [-3.35, -1.26, 0.28], [2.79, -0.78, 1.83], [3.45, 0.85, 1.63], [1.93, 0.60, 2.52], [-2.15, 0.89, 0.05], [2.30, 0.03, -0.48]]}

---

Record 3
{"formula": "C5H7N3", "method": "ωB97M-V/def2-TZVPD", "e_tot_ev": -9762.282, "smiles": "[H]/N=C1/NC=N[C@H]2C[C@H]12", "lumo_energy_ev": 0.68, "spin_multiplicity": 1, "gap_ev": 9.93, "homo_ev": -9.25, "species": ["C", "C", "C", "C", "C", "H", "H", "H", "H", "H", "H", "H", "N", "N", "N"], "xyz": [[-1.01, -0.56, 0.15], [-0.13, 1.64, -0.09], [1.15, -0.03, -0.46], [1.62, -1.30, 0.19], [0.40, -0.69, 0.62], [-1.83, -2.12, -0.45], [-2.15, 1.21, 0.95], [-0.53, 2.55, -0.07], [0.83, -0.49, -1.47], [1.97, -2.20, -0.30], [2.38, -1.35, 0.99], [0.56, 0.41, 1.28], [-1.92, -1.17, -0.49], [-1.22, 0.87, 0.36], [1.22, 1.38, -0.34]]}

---

Record 4
{"formula": "C5H4ClNS", "method": "ωB97M-V/def2-TZVPD", "e_tot_ev": -30096.977, "smiles": "N#Cc1cccs1.Cl", "lumo_energy_ev": 0.17, "spin_multiplicity": 1, "gap_ev": 9.55, "homo_ev": -9.38, "species": ["C", "C", "C", "C", "C", "N", "S", "Cl", "H", "H", "H", "H"], "xyz": [[3.19, -0.58, 0.63], [-0.40, -0.53, -0.02], [-0.14, -1.32, -1.10], [0.75, -0.21, 0.71], [1.89, -0.75, 0.16], [4.25, -0.41, 1.04], [1.53, -1.69, -1.26], [2.04, 2.17, -0.87], [-1.39, -0.19, 0.24], [-0.83, -1.71, -1.82], [0.88, 2.54, -1.31], [0.76, 0.41, 1.59]]}

---

Record 5
{"formula": "C2H2O2S2", "method": "ωB97M-V/def2-TZVPD", "e_tot_ev": -27868.548, "lumo_energy_ev": [-2.81, -2.81], "spin_multiplicity": 1, "gap_ev": [6.17, 6.17], "homo_ev": [-8.98, -8.98], "species": ["C", "C", "O", "O", "S", "S", "H", "H"], "xyz": [[0.99, 0.49, -0.02], [-0.36, 0.01, -0.03], [3.58, 0.92, 0.01], [-0.45, -1.33, -0.02], [-2.03, 0.79, -0.02], [2.71, -0.24, -0.02], [1.11, 1.57, -0.01], [-1.38, -1.60, 0.02]]}

---

Record 6
{"formula": "C5H8NO", "method": "ωB97M-V/def2-TZVPD", "e_tot_ev": -8840.347, "charge": 1, "lumo_energy_ev": -4.23, "spin_multiplicity": 1, "gap_ev": 9.07, "homo_ev": -13.30, "species": ["C", "C", "C", "C", "C", "N", "O", "H", "H", "H", "H", "H", "H", "H", "H"], "xyz": [[1.05, 2.46, 2.04], [1.39, 1.03, -0.03], [0.93, 1.26, 2.53], [-1.03, -1.98, -0.77], [-1.70, -1.52, -2.02], [1.27, 1.34, 1.19], [-0.25, -1.33, -0.08], [1.19, 3.53, 2.09], [1.27, -0.03, -0.36], [1.76, 1.88, -0.54], [0.56, 0.52, 3.29], [-1.12, -3.06, -0.34], [-0.87, -1.17, -2.83], [-2.18, -0.58, -1.72], [-2.29, -2.34, -2.45]]}

---

Record 7
{"formula": "C3H2N2O2", "method": "ωB97M-V/def2-TZVPD", "e_tot_ev": -10209.946, "lumo_energy_ev": [0.71, -3.50], "spin_multiplicity": 3, "gap_ev": [9.99, 7.74], "homo_ev": [-9.28, -11.24], "species": ["C", "C", "C", "N", "N", "O", "O", "H", "H"], "xyz": [[-1.16, -1.52, 0.53], [-0.22, 0.24, -0.69], [-0.37, -0.36, 0.53], [-1.68, -2.51, 0.45], [0.52, 1.31, -1.03], [2.10, 1.33, 0.69], [1.45, 1.83, -0.39], [-0.75, -0.17, -1.48], [0.12, -0.15, 1.40]]}

---

Record 8
{"formula": "C11H26DyN2O2P2S", "method": "ωB97M-V/def2-TZVPD", "e_tot_ev": -72384.347, "charge": 2, "lumo_energy_ev": [-6.18, -9.03], "spin_multiplicity": 7, "gap_ev": [7.44, 4.55], "homo_ev": [-13.62, -13.58], "species": ["Dy", "P", "P", "N", "N", "H", "H", "H", "C", "H", "C", "H", "H", "C", "C", "C", "C", "H", "H", "H", "H", "H", "H", "H", "C", "C", "C", "O", "H", "H", "H", "H", "H", "H", "H", "C", "S", "C", "O", "H", "H", "H", "H", "H", "H"], "xyz": [[0.74, 0.81, 0.06], [-0.49, 3.37, -0.20], [3.29, -0.16, -0.53], [-1.57, 0.33, 0.21], [0.36, -1.47, 0.19], [-2.99, -1.22, 0.16], [-1.09, -2.94, 0.79], [-2.14, -1.10, 1.69], [-2.01, -1.00, 0.61], [-1.25, -2.35, -0.87], [-0.99, -2.03, 0.16], [-3.47, 1.10, 0.62], [1.17, -3.36, -0.16], [-2.42, 1.36, 0.38], [1.38, -2.27, -0.09], [-2.12, 2.71, 0.13], [2.71, -1.87, -0.33], [-2.95, 3.40, 0.25], [3.44, -2.68, -0.40], [4.20, -0.04, -1.64], [4.29, -0.02, 0.49], [-0.60, 4.20, -1.35], [-0.39, 4.48, 0.69], [0.21, -1.56, -2.48], [0.01, -0.65, -3.06], [1.25, -0.18, -3.80], [-1.23, -0.79, -3.91], [-0.24, 0.43, -2.04], [1.50, -0.88, -4.61], [1.07, 0.81, -4.25], [2.13, -0.12, -3.15], [-2.08, -1.12, -3.30], [-1.46, 0.17, -4.40], [-1.06, -1.55, -4.69], [-1.09, 0.27, -1.52], [1.59, 0.19, 4.67], [0.46, -0.02, 3.27], [-0.97, 0.92, 3.77], [1.15, 0.89, 2.20], [1.27, -0.54, 5.42], [1.54, 1.22, 5.06], [2.61, -0.05, 4.33], [-0.63, 1.63, 4.53], [-1.42, 1.43, 2.91], [-1.73, 0.24, 4.20]]}

---

Question: Which formula does entry 4 have?
Answer: C5H4ClNS